(1)
DFT (ωB97M-V with the def2-TZVPD basis set) results for a molecular structure, C44H44CoGeN3O2S7.

XYZ file:
```
102
Properties=species:S:1:pos:R:3:forces:R:3
Co 10.87131 18.30326 9.17702 -1.2191 0.2718 1.3090
C 18.05280 16.96900 7.85762 -0.2114 -0.5026 -0.9432
C 18.39698 18.38806 8.27186 1.3044 0.2256 1.0205
C 19.33103 19.04065 7.24348 -1.0082 -0.4243 -0.4033
C 19.16424 18.30593 9.64706 -1.1101 1.0091 -0.3323
C 17.19099 19.26764 8.53986 -0.7884 0.8518 0.5868
C 17.12638 20.64815 8.17508 0.3661 -0.6818 -0.3831
C 16.08974 21.47605 8.61118 1.2914 0.6679 -0.1090
C 15.17706 20.96012 9.49631 -0.7669 0.7556 -0.1070
S 14.16858 21.94299 10.56064 0.1399 -0.0465 -0.1172
C 11.89495 21.08039 9.37312 2.7101 1.6965 -1.1619
N 13.87314 18.95652 9.95151 1.3108 0.0593 -0.3070
C 15.03330 19.57668 9.62690 -0.2824 -0.8632 0.0925
C 16.14421 18.76842 9.31293 0.4705 -0.5741 -0.6321
C 10.49896 21.14222 8.99794 -0.6973 -0.3159 0.5846
C 9.75211 22.34614 8.86179 0.1274 -0.4876 0.3444
C 8.40510 22.24745 8.65175 -1.8992 -1.0267 -0.0086
C 7.75380 20.97679 8.70428 -0.3318 1.9526 -0.6709
C 8.43235 19.84004 8.98751 -0.0332 -0.7031 -0.1486
C 9.81242 19.90679 9.10667 0.9060 -0.3366 0.2864
H 18.94715 16.33162 7.79296 -0.0589 0.3310 0.0397
H 17.56529 16.91256 6.85972 0.1828 0.1996 0.4799
H 17.39204 16.48051 8.56181 -0.1966 -0.0579 0.1880
H 20.07514 18.34739 6.86743 0.0992 -0.1803 -0.0301
H 19.83282 19.89502 7.64665 0.3458 0.5426 0.3127
H 18.69898 19.39212 6.41934 0.3592 -0.1240 -0.1893
H 19.97449 17.60993 9.64008 0.7960 -0.3204 -0.2479
H 18.47579 17.97405 10.42153 -0.0937 -0.0230 0.0913
H 19.48696 19.32916 9.92041 0.0683 -0.5866 -0.0466
H 17.96182 21.07732 7.61649 -0.4822 -0.0600 0.0196
H 16.07737 22.55963 8.34822 0.0869 -0.9524 0.4484
H 16.15545 17.71668 9.63360 -0.3314 0.5229 -0.2275
H 10.13785 23.30568 9.13240 0.6924 0.4176 -0.3845
H 7.69931 23.08948 8.53729 0.9346 -0.1281 0.0922
H 6.69196 20.93789 8.49751 -0.1560 0.0635 0.1443
H 7.87492 18.89973 9.07604 0.4891 0.2724 0.0503
O 10.81885 17.17212 11.18637 -2.4745 -0.9670 -0.1577
C 9.62454 16.81754 10.83053 1.7325 0.5967 1.0939
O 9.25246 17.09252 9.65965 -0.8878 -0.3441 -0.3641
C 8.61477 16.06181 11.82579 2.3130 0.6448 -1.2269
C 8.98231 14.60206 12.05488 -1.0315 -1.9597 0.1112
Ge 10.29198 13.56642 11.00080 0.3297 0.4784 -0.2285
C 12.15932 14.13273 11.38294 0.9039 0.2130 -0.2760
C 12.43980 15.02275 12.43431 -0.7658 -0.5091 -1.1507
C 13.72928 15.50106 12.65280 -0.5465 -0.2858 0.0293
C 14.76191 15.21928 11.75819 0.6898 0.1451 -0.5255
C 14.56106 14.21077 10.78743 -0.7332 0.4695 0.3673
C 13.27925 13.67867 10.64661 -0.7088 -0.4505 0.0606
C 9.70657 13.36500 9.09788 -0.1305 -0.0648 -0.2090
C 10.45755 12.59069 8.21426 0.9906 -1.1430 0.9579
C 10.13082 12.44872 6.87909 0.5076 -0.0153 -0.3170
C 9.02113 13.09856 6.35268 0.3024 -0.3711 0.4750
C 8.19696 13.78840 7.22242 -0.7609 0.3199 -0.1723
C 8.52004 13.89046 8.56987 0.4148 1.5110 0.9513
C 10.21662 11.72638 11.62876 -1.2559 0.0422 1.0289
C 11.22345 10.83468 11.33119 0.4969 0.0942 -0.3199
C 11.08095 9.49421 11.63340 0.5922 -1.1278 0.5419
C 9.99038 9.04547 12.38055 0.4019 0.6875 -0.1422
C 8.99355 9.96580 12.78966 0.7294 -1.8921 -0.2408
C 9.09937 11.27065 12.38855 0.2946 0.8287 -0.3970
H 7.63744 16.18216 11.42308 -0.7598 -0.0235 -0.4236
H 8.64341 16.53470 12.78518 0.1097 0.6921 0.4238
H 8.06215 13.96067 11.88725 0.7502 0.6957 0.1059
H 9.22441 14.35636 13.11066 0.0536 0.4406 -0.4811
H 11.56346 15.43415 12.93655 0.5762 -0.0325 0.4367
H 13.82291 16.05103 13.57475 0.5549 0.7223 -0.2501
H 15.68319 15.86653 11.72752 -0.8226 -1.1157 0.4517
H 15.32048 13.82433 10.10565 0.0601 0.4605 0.3104
H 13.11334 12.85666 9.94147 0.2369 0.4616 -0.0701
H 11.30341 11.96785 8.61783 -0.6741 0.8886 -0.5251
H 10.81013 11.86488 6.24910 -0.3990 0.1670 0.0957
H 8.82754 13.02828 5.30092 -0.2558 0.0480 -0.3515
H 7.28568 14.28729 6.85135 0.5689 -0.2699 0.2091
H 7.96582 14.60978 9.20504 0.0251 -0.6877 -0.4697
H 12.17515 11.18404 10.91363 -0.4921 -0.1337 -0.0901
H 11.90725 8.78360 11.37930 -0.8660 0.6512 0.2348
H 10.03854 8.01165 12.70217 -0.5320 0.0182 0.0120
H 8.17088 9.56034 13.38180 0.1187 0.4785 -0.0682
H 8.32304 11.96945 12.71578 0.2793 -0.1467 -0.2893
C 12.66103 21.96553 6.25968 1.1415 -0.1619 -0.2923
S 12.69693 23.66380 6.94360 -0.5348 -1.5030 0.3104
C 12.79837 23.30361 8.65142 0.2511 1.3219 -0.0178
C 12.89766 22.07035 9.32738 -2.1501 -0.8344 0.1212
S 12.40366 19.53461 10.03786 -1.8626 -0.1396 0.7164
S 11.55015 23.13450 11.68072 0.1243 0.6005 0.2846
C 12.55592 24.38100 11.22038 -0.2377 0.7795 0.8618
S 13.22800 25.63850 12.11781 -0.1261 -0.2065 0.2970
S 13.00868 24.78647 9.55584 0.1861 -0.6310 -0.8002
H 12.86363 22.14760 5.18711 -0.2353 -0.3351 0.3817
H 11.70664 21.43577 6.40067 0.3196 0.3810 0.0846
H 13.51767 21.34057 6.66912 -1.0407 0.7944 -0.3234
C 14.43482 17.84703 4.92957 0.0307 -0.4766 -0.5478
N 13.72774 17.26500 6.08437 1.1125 -0.0753 -0.4336
C 12.49250 17.53390 6.49982 -0.5204 1.3099 0.9946
N 11.72833 18.40525 5.79676 -0.7117 -0.4907 0.3095
S 12.06125 16.91476 8.03778 1.1175 -2.0178 -1.4688
H 15.11344 17.07546 4.48792 -0.4451 0.6156 0.5264
H 15.03188 18.75755 5.16578 -0.4969 -0.5929 0.0943
H 13.72952 18.09002 4.10252 0.3486 -0.1317 0.6988
H 14.26264 16.80747 6.83093 -0.1259 0.2847 -0.6939
H 12.00786 18.80918 4.91892 0.1285 -0.0862 0.0884
H 10.74056 18.49834 6.04959 0.7764 -0.0651 0.0173
```
Forces are in eV/Å.

Its LUMO energy (alpha / beta) is 1.6 / 0.6 eV. The calculation puts the highest occupied orbital energy (alpha / beta) at -0.1310 / -0.1586 Ha. The gap between HOMO and LUMO (alpha / beta) comes out at 5.1538 / 4.9059 eV. Its net charge is -1. Its expectation value of S² is 3.851. The spin multiplicity is 4.


(2)
DFT (ωB97M-V with the def2-TZVPD basis set) results for a single C5H12NOP molecule.

XYZ file:
```
20
Properties=species:S:1:pos:R:3:forces:R:3
C -1.97225 0.51181 0.99072 2.4238 3.9853 -1.8561
N -1.15954 -0.49467 0.45324 -0.1266 -4.5552 0.4236
P -1.87377 -2.23248 0.79406 5.0528 2.4315 -2.8400
O -3.04399 -1.98883 1.53786 -4.2558 0.5564 2.5897
C 0.17376 -0.32341 -0.11484 0.1155 0.2414 1.6891
C 0.64226 -1.76186 -0.32548 0.8681 1.9863 -3.7709
C 0.19598 0.47642 -1.41593 -4.6791 -4.6307 0.2201
C 1.12792 0.41777 0.92159 -2.5012 -3.4445 2.2184
H -1.39418 1.50796 1.26363 -0.9419 -2.1566 0.0076
H -2.61107 0.82535 0.19871 -1.0898 0.6446 -0.5314
H -2.53782 0.09905 1.72620 -1.6338 -0.5427 2.5294
H 1.08341 -2.19144 0.48226 0.6321 -1.4038 2.7657
H -0.12386 -2.38151 -0.80817 0.4731 0.1699 0.1030
H 1.50256 -1.67489 -1.02557 -0.4837 -0.3064 0.0215
H -0.15923 1.39322 -1.20075 -1.2165 3.3588 0.3725
H -0.57488 -0.07791 -2.12357 1.8561 1.2686 0.9297
H 1.14456 0.49800 -1.71774 3.6611 0.1397 -1.8386
H 1.24188 -0.26147 1.87424 -0.6083 1.4113 -1.5018
H 2.07809 0.46738 0.60262 3.5478 -0.1148 -1.8088
H 0.94392 1.41971 1.20561 -1.0937 0.9610 0.2768
```
Forces are in eV/Å.

Its LUMO energy is 0.1 eV. The SMILES is CN(P=O)C(C)(C)C. The relative energy (zero: lowest compared OMol25 entry of this formula, charge and spin) comes out at 15.68 kcal/mol. The calculation puts the highest occupied orbital energy at -0.3190 Ha. The gap between HOMO and LUMO comes out at 8.8254 eV. Its net charge is 0.


(3)
DFT (ωB97M-V with the def2-TZVPD basis set) results for a molecular structure, C23H33Br2CsN8O2.

XYZ file:
```
69
Properties=species:S:1:pos:R:3:forces:R:3
Cs 0.16621 -0.41310 0.42010 -0.5554 0.5753 -1.4353
Br 4.82806 -1.73287 2.99443 -0.0050 -0.0125 -0.0176
C 3.67504 -0.36397 3.61301 0.0138 0.0172 0.0336
C 4.09102 0.41762 4.69412 0.0416 -0.0704 -0.0096
C 3.30586 1.42470 5.18204 -0.0891 -0.0198 -0.0675
Br 3.95151 2.49076 6.61605 0.0148 0.0149 0.0273
C 2.05317 1.70471 4.58352 0.0424 0.0171 0.0539
C 1.18228 2.73342 5.00736 -0.0046 0.0020 -0.0134
C 0.00965 2.95002 4.34292 0.0279 -0.0027 -0.0168
C -0.30176 2.12641 3.24748 -0.0225 0.0282 0.0590
N 0.46456 1.14554 2.84103 0.0527 0.2319 0.3494
C 1.63809 0.91443 3.48239 0.0034 -0.0035 0.0319
C 2.43858 -0.20272 2.96720 -0.0765 0.0847 0.0245
O 2.00269 -0.91254 2.01538 1.1688 -0.2750 1.0323
H 5.05704 0.21854 5.13894 -0.0068 0.0126 0.0116
H 1.46056 3.34032 5.85905 -0.0087 0.0045 -0.0024
H -0.67534 3.73076 4.64623 0.0087 0.0045 0.0053
H -1.22921 2.28672 2.70220 0.0128 -0.0254 -0.0205
C -3.21554 1.27522 -2.16640 0.0022 -0.0083 -0.0010
N -2.65759 2.38055 -2.90854 -0.0147 -0.0124 -0.0153
C -3.43252 3.59895 -3.00483 -0.0136 0.0013 -0.0247
C -2.41588 4.54601 -3.61275 -0.0053 0.0081 0.0192
N -1.16512 4.06019 -3.04413 0.0169 -0.0003 0.0122
C 0.03186 4.56909 -3.68549 -0.0252 -0.0128 -0.0138
C -1.31438 2.70694 -2.71963 0.0210 0.0058 0.0272
N -0.49192 1.83702 -2.29336 -0.0242 -0.0123 0.0685
C 0.88102 2.11315 -1.94604 0.1098 -0.0764 0.1705
C 1.05253 3.01581 -0.72490 0.0852 0.1041 0.0706
N 2.44467 2.94095 -0.35458 -0.0232 -0.0097 0.0287
C 2.92638 3.36841 0.74521 -0.0614 -0.0915 0.0270
N 4.25489 3.14472 1.06954 0.0401 0.0381 -0.0373
C 4.94139 2.01381 0.48521 -0.0063 -0.0146 -0.0055
C 4.45813 3.40545 2.48173 0.0098 0.0118 0.0092
C 3.38475 4.44219 2.74863 -0.0165 -0.0189 -0.0120
N 2.33394 4.05136 1.81171 0.0047 0.0321 -0.0212
C 1.32473 5.06659 1.58284 0.0166 -0.0143 0.0030
H -4.14544 0.95483 -2.63716 -0.0035 0.0101 -0.0001
H -3.42675 1.55064 -1.12382 0.0083 -0.0029 0.0036
H -2.50707 0.45190 -2.16498 -0.0144 0.0008 -0.0053
H -3.75518 3.94820 -2.01304 0.0079 0.0023 0.0080
H -4.31545 3.46486 -3.62965 -0.0060 -0.0043 0.0033
H -2.58666 5.58918 -3.34720 0.0065 0.0046 -0.0039
H -2.40782 4.45778 -4.70722 0.0006 -0.0096 -0.0059
H -0.07945 5.64700 -3.80370 -0.0089 -0.0058 -0.0059
H 0.18535 4.12772 -4.67775 0.0089 -0.0098 0.0046
H 0.91521 4.39474 -3.08200 0.0361 -0.0132 0.0282
H 1.51599 2.47820 -2.75839 -0.1197 0.0773 -0.0897
H 1.34681 1.16946 -1.65217 0.0389 -0.0378 -0.1813
H 0.37503 2.64739 0.06172 0.0525 0.0412 0.0624
H 0.72643 4.03768 -0.95140 -0.0414 -0.0043 -0.0591
H 4.69962 1.96062 -0.57223 0.0051 0.0027 0.0050
H 4.64612 1.07120 0.96448 -0.0035 -0.0025 0.0029
H 6.01672 2.14807 0.60411 0.0001 -0.0037 0.0117
H 5.46359 3.77928 2.67714 0.0040 -0.0030 0.0007
H 4.29608 2.50217 3.07986 -0.0053 -0.0015 -0.0149
H 3.75032 5.45153 2.51461 -0.0008 0.0070 -0.0005
H 3.01938 4.42634 3.77505 -0.0041 -0.0016 0.0134
H 1.05308 5.49326 2.54835 -0.0052 -0.0082 0.0025
H 0.42514 4.64772 1.14401 -0.0234 -0.0290 -0.0282
H 1.69151 5.87732 0.93950 0.0047 -0.0027 0.0008
C -1.81836 -3.89748 1.15631 -0.0010 -0.0325 -0.0080
C -2.24675 -3.09132 -0.04417 0.0055 0.0129 0.0480
N -2.80218 -3.77754 -1.06737 0.0042 0.0052 0.0362
O -2.06576 -1.88256 -0.10139 -0.6423 -0.5035 -0.1396
H -2.36473 -4.83336 1.26184 -0.0083 0.0066 -0.0167
H -1.94602 -3.29359 2.05092 -0.0092 -0.0031 0.0033
H -0.75590 -4.12920 1.05684 -0.0049 0.0074 0.0042
H -2.93293 -4.77102 -1.02732 -0.0090 0.0002 -0.0218
H -3.05167 -3.27651 -1.90296 -0.0065 -0.0127 -0.0089
```
Forces are in eV/Å.

Its LUMO energy is -0.1 eV. The relative energy (zero: lowest compared OMol25 entry of this formula, charge and spin) comes out at 13.04 kcal/mol. The calculation puts the highest occupied orbital energy at -0.2420 Ha. The gap between HOMO and LUMO comes out at 6.5014 eV. Its net charge is 0.


E (eV)
-224893.92790; -18204.42418; -181036.81394
Max |F| (eV Å⁻¹)
3.40; 6.59; 1.64